Record 1
16
Properties=species:S:1:pos:R:3:forces:R:3 method="wB97M-V/def2-TZVPD" energy_ha=-649.5013 molar_mass_g_mol=120.09 fmax_ev_per_a=3.59 e_homo_ev=-9.23 relative_energy_kcal_mol=119.62
C -2.7811 0.0341 -0.0487 -1.2 0.9 0.4
C -1.6660 -0.3459 0.5824 -1.4 1.6 -2.5
C 2.2948 -0.1870 -0.5177 1.4 0.7 0.2
C -0.3605 -0.1116 -0.0025 2.6 2.2 1.2
O 3.0026 0.9474 -0.0106 -0.4 0.6 0.2
O 0.3964 1.3922 0.9207 -1.5 -1.7 -1.1
P 1.0968 -0.9432 0.7052 1.0 -1.5 -1.1
H -3.8003 0.1037 0.4404 1.4 -0.6 -0.5
H -2.7497 0.5117 -1.0207 0.1 -0.2 -0.2
H -1.8167 -0.6361 1.5654 0.6 -0.9 1.8
H 1.8759 0.1182 -1.4949 -0.3 -0.6 0.3
H 3.1106 -0.9062 -0.7097 -0.5 0.1 0.0
H -0.0717 0.3139 -1.0204 -1.6 -0.6 1.3
H 2.3820 1.6807 0.2181 0.3 -1.1 -0.2
H 0.1006 1.3150 1.8493 0.0 -0.1 -0.6
H 1.1561 -2.3037 -0.0159 -0.5 1.5 0.6


Record 2
16
Properties=species:S:1:pos:R:3:forces:R:3 method="wB97M-V/def2-TZVPD" energy_ha=-741.2211 molar_mass_g_mol=144.09 fmax_ev_per_a=3.82 charge=-1 e_homo_ev="-3.55 / -3.55" relative_energy_kcal_mol=99.72
C -2.6680 1.1303 -1.4636 -1.6 -0.8 -0.5
C 3.2551 -1.1042 0.8862 -1.9 -0.7 -2.8
C -1.3504 1.3796 0.6944 1.1 -2.1 -1.5
C -1.9470 0.5200 -0.4031 1.9 3.1 -0.5
C -0.4404 0.9441 -0.4186 -0.2 -2.8 2.6
N -3.3583 1.3769 -2.3632 0.6 0.4 0.4
O 1.0258 -2.1181 1.8092 -2.0 0.1 0.2
O 1.4758 -2.2224 -0.8364 -2.1 1.5 -0.1
P 1.5595 -1.4131 0.6387 2.8 -1.0 -1.5
H 3.2893 -0.4574 1.6719 0.5 1.6 2.8
H 3.7316 -0.6352 0.0438 0.3 0.1 -0.6
H -1.6381 2.3472 0.8171 -1.0 2.8 0.0
H -1.2570 0.8783 1.6091 0.1 -0.8 1.3
H -2.1620 -0.4494 -0.1582 -0.7 -2.3 0.3
H -0.2414 1.7036 -1.0889 0.4 1.4 -1.6
H 0.7255 -1.8803 -1.4386 1.7 -0.5 1.7


Record 3
106
Properties=species:S:1:pos:R:3:forces:R:3 method="wB97M-V/def2-TZVPD" energy_ha=-2306.8736 molar_mass_g_mol=640.76 fmax_ev_per_a=4.09 smiles=C1CCOC1.C1CCOC1.OCCO.OCCO.OCCO.OCCO.OCCO.OCCO.OCCO.OCCO e_homo_ev=-9.25 relative_energy_kcal_mol=68.55
C -0.7528 0.2984 3.2511 -0.2 -0.6 -2.2
C -0.8656 0.4457 4.7327 0.5 0.5 0.8
C -0.9900 -1.0059 5.2864 0.4 1.2 -2.1
O -1.6203 -1.7128 4.1641 -0.2 -0.2 2.6
C -1.3269 -1.0854 2.9475 -0.2 -0.2 -0.2
H 0.2171 0.2766 2.7541 0.6 0.3 0.9
H -1.2654 1.0251 2.6209 -0.4 0.4 0.6
H -1.7088 1.0929 4.9739 -0.3 -0.4 0.1
H 0.0008 0.9829 5.1186 0.1 -0.2 0.3
H -1.5049 -1.0125 6.2471 -0.5 -0.6 -0.4
H 0.0188 -1.3963 5.4204 0.1 -0.2 0.1
H -2.2655 -1.0946 2.3934 0.1 0.2 -0.3
H -0.5860 -1.6740 2.4066 0.0 -0.2 -0.2
C -3.2950 3.0700 0.3712 0.8 1.0 0.2
C -3.2033 1.5776 0.3021 -1.4 -1.1 1.2
C -3.4040 1.2097 -1.1387 2.1 0.7 -1.0
O -3.3999 2.4919 -1.8557 -1.1 -1.3 -0.5
C -2.8940 3.5139 -0.9987 -0.4 -0.9 -1.7
H -2.5478 3.4933 1.0426 -0.5 0.1 0.7
H -4.3246 3.3719 0.5633 0.2 0.3 0.3
H -4.0599 1.1393 0.8141 0.3 -0.1 0.6
H -2.2949 1.1762 0.7512 0.0 0.0 -0.3
H -4.2117 0.5235 -1.3933 -0.4 0.7 0.0
H -2.4912 0.6844 -1.4196 0.1 -0.2 -0.5
H -3.3362 4.4421 -1.3607 0.0 0.1 0.2
H -1.8313 3.5010 -1.2409 0.5 0.4 0.8
C 0.2717 -0.4904 -0.8880 -0.6 2.7 -0.2
C 1.0287 0.7741 -0.4805 1.6 -0.7 -0.3
O 0.5649 1.9502 -1.1466 -1.3 -0.6 0.2
O 0.1058 -0.4611 -2.2990 0.1 -1.6 0.0
H -0.6710 -0.3797 -0.3521 -0.6 -0.5 -0.3
H 0.7266 -1.4186 -0.5421 0.4 0.4 -0.1
H 2.0555 0.6957 -0.8375 0.4 -0.4 0.5
H 0.9976 0.8159 0.6083 0.1 0.5 0.1
H 0.9967 2.7193 -0.7677 0.1 0.1 0.2
H 0.0664 0.4270 -2.6612 -0.1 0.4 0.2
C 0.3152 3.1274 -5.6938 0.4 -0.4 1.7
C 0.0303 2.8750 -4.1421 -0.1 1.3 -1.4
O -1.0302 1.9962 -4.0515 -1.0 -1.6 -0.2
O 0.8034 1.9380 -6.3045 -0.2 0.5 0.0
H 1.0427 3.9313 -5.8056 0.4 -0.2 0.1
H -0.5576 3.4719 -6.2484 -0.4 0.0 0.5
H -0.3229 3.7991 -3.6846 0.4 0.7 -0.1
H 0.8542 2.4961 -3.5373 0.6 0.2 -0.6
H -1.4541 2.0803 -3.1943 -0.3 0.0 0.1
H 0.0053 1.4679 -6.5567 0.1 -0.4 0.0
C 2.1693 -4.2523 -4.4410 -0.3 1.8 -0.2
C 2.6443 -3.5443 -3.1468 -1.3 -0.1 -0.6
O 1.4274 -2.9516 -2.5352 1.6 -1.5 0.2
O 1.9681 -3.2175 -5.4868 0.2 -1.5 1.0
H 1.1777 -4.6698 -4.2660 0.1 -0.2 0.4
H 2.7807 -5.0838 -4.7915 0.5 0.4 -0.1
H 3.4355 -2.8133 -3.3136 -0.4 0.4 -0.5
H 3.1652 -4.2814 -2.5357 -0.7 -0.2 0.8
H 1.3615 -1.9972 -2.6153 0.2 0.4 -0.5
H 1.0093 -3.2087 -5.5341 0.0 0.5 -0.4
C -0.1987 5.0627 1.8515 1.1 -1.7 -1.5
C 0.0118 5.4393 0.3454 0.6 0.1 0.6
O 1.1874 4.7215 -0.1588 -0.7 0.1 0.6
O 0.9161 5.3501 2.6626 0.0 1.7 0.7
H -0.2092 3.9789 1.9676 -1.1 -0.4 -0.7
H -1.1286 5.4838 2.2337 0.4 0.3 0.2
H 0.1747 6.5164 0.3098 0.4 0.1 0.0
H -0.8237 5.2721 -0.3343 -0.3 -0.5 0.4
H 1.3726 4.9770 -1.0654 -0.1 0.3 -0.1
H 1.7352 4.9832 2.3220 -0.1 -0.2 -0.5
C 4.5829 3.2609 0.8464 -0.2 3.3 2.4
C 4.5570 4.3445 2.0502 -0.2 -1.6 -2.1
O 4.1870 5.5912 1.3878 0.2 -1.2 1.3
O 3.2828 2.8731 0.4921 0.5 -1.4 0.0
H 5.2129 2.4739 1.2609 -0.4 -0.5 -0.7
H 5.0844 3.9193 0.1371 0.2 -0.8 -0.9
H 5.5425 4.2948 2.5132 0.2 0.8 -0.1
H 3.8766 3.9121 2.7839 -0.6 0.7 0.2
H 4.1464 6.2843 2.0508 0.0 0.2 0.1
H 2.6565 3.5848 0.3409 0.3 0.8 0.1
C -1.2413 -4.2873 -0.1086 0.4 -1.9 0.7
C -0.6434 -4.5957 1.3049 -0.9 1.4 1.1
O -1.1615 -5.7796 1.8940 0.8 -0.1 -0.8
O -1.1460 -2.9914 -0.5815 0.9 1.0 -0.1
H -2.3165 -4.4272 -0.2196 0.1 -1.0 0.9
H -0.7348 -5.0430 -0.7091 -0.1 0.2 -0.8
H -0.8876 -3.7977 2.0061 -0.5 0.6 -0.2
H 0.4398 -4.5271 1.4055 0.2 -0.8 -0.9
H -2.0870 -5.5488 2.0022 -0.5 -0.3 0.1
H -0.3020 -2.8371 -1.0121 0.2 -0.1 -0.2
C 3.3720 -2.6806 0.6033 1.6 -1.7 0.1
C 3.8409 -4.2247 0.7042 -0.4 2.3 1.2
O 4.1065 -4.4497 2.1028 0.6 -0.1 -0.4
O 2.1874 -2.5722 1.3003 -2.1 0.3 0.3
H 3.2791 -2.3077 -0.4167 -0.4 -0.3 -0.2
H 4.0922 -2.0283 1.0972 0.6 -0.3 -0.1
H 4.7741 -4.3655 0.1588 -0.1 -0.3 0.0
H 3.0384 -4.9049 0.4188 0.1 0.2 -0.6
H 3.2884 -4.5650 2.5918 -0.2 0.0 -0.3
H 2.3094 -2.2660 2.2019 0.3 0.0 -0.1
C -4.7536 -3.9986 1.4424 0.0 -0.1 -0.2
C -4.5796 -3.1774 0.1350 0.8 0.2 1.2
O -3.5747 -2.1512 0.2941 -1.8 -0.2 0.0
O -3.5680 -4.5117 2.0525 0.1 0.4 0.1
H -5.3783 -4.8813 1.3064 -0.5 0.3 -0.4
H -5.1672 -3.3688 2.2301 -0.6 0.3 -0.5
H -5.5493 -2.7032 -0.0161 0.1 0.3 0.0
H -4.4464 -3.7987 -0.7507 0.5 -0.1 0.0
H -2.6842 -2.4593 0.1102 0.3 -0.2 -0.3
H -3.6987 -4.2044 2.9526 0.8 -0.2 0.2


Record 4
91
Properties=species:S:1:pos:R:3:forces:R:3 method="wB97M-V/def2-TZVPD" energy_ha=-8544.4644 molar_mass_g_mol=1025.23 fmax_ev_per_a=3.28 charge=+1 e_homo_ev=-7.95
O -3.4094 -3.0522 -0.1842 -0.2 0.4 0.1
C -3.2844 -2.1735 -0.9841 0.1 -0.7 0.2
O -4.2084 -1.7889 -1.8836 0.2 0.9 0.3
C -5.5492 -1.6868 -1.3738 -0.8 -0.5 -0.1
C -5.7042 -0.6054 -0.3197 0.1 0.4 -0.4
C -5.8538 0.7912 -0.9633 -0.4 -0.4 0.6
C -5.1390 1.9106 -0.2222 0.4 0.6 -0.5
C -3.6121 1.7150 -0.1655 -1.0 0.0 0.3
C -2.8745 2.6570 -1.0977 0.1 0.0 0.0
N -1.4307 2.4290 -1.1124 -0.6 -0.4 0.1
C -1.1410 1.0824 -1.6670 0.3 0.1 -0.2
C 0.1477 1.0042 -2.4808 -0.2 -0.7 -0.1
C 0.0508 -0.1222 -3.5217 0.1 -0.3 0.3
C 0.4923 -1.4700 -2.9197 -0.2 -0.1 -0.7
C 1.8903 -1.8964 -3.3369 0.2 -0.3 0.8
C 2.3079 -3.1521 -2.5495 0.0 0.7 -1.1
C 3.6090 -3.7532 -3.0990 -0.3 0.4 1.3
S 5.0486 -3.0444 -2.3510 0.3 0.4 -0.2
C 5.5533 -4.4029 -1.3946 -0.3 -0.6 -0.1
N 5.0437 -5.5820 -1.3995 -0.3 -0.1 -0.2
N 5.7504 -6.3148 -0.4660 -0.2 -0.2 0.0
C 6.6119 -5.5169 0.0382 -0.3 -1.0 -0.1
O 6.5588 -4.2886 -0.5135 0.6 0.9 0.3
C -0.8986 2.5512 0.2255 0.3 -0.3 -0.8
S 0.2354 3.9579 0.4153 -0.2 0.3 3.3
O 0.7164 3.8396 1.7456 0.5 -0.4 -0.3
O -0.4217 5.2221 0.1869 0.4 -0.7 -1.3
F 1.3924 3.7425 -0.5610 -0.3 0.0 -0.6
C -1.9127 2.7652 1.3627 1.0 0.6 -1.3
N -3.0887 1.8777 1.2623 0.6 -0.7 -0.7
S -2.7478 0.3260 2.0993 -0.2 -0.4 1.1
H -2.3564 -1.5868 -1.0573 0.1 -0.1 -0.4
H -5.9255 -2.6448 -1.0245 0.4 -0.2 0.1
H -6.1693 -1.4303 -2.2290 0.1 0.0 -0.2
H -6.6004 -0.8188 0.2572 0.0 -0.1 0.2
H -4.8727 -0.6172 0.3847 0.0 -0.2 0.2
H -6.9177 1.0202 -0.9387 -0.1 0.2 -0.2
H -5.5760 0.7481 -2.0164 0.3 0.2 0.0
H -5.5718 2.1035 0.7596 0.0 -0.3 0.2
H -5.2937 2.8290 -0.7959 -0.2 0.1 0.1
H -3.4356 0.6793 -0.4334 0.4 0.0 -0.1
H -3.0922 3.6959 -0.8365 0.0 0.0 0.2
H -3.3009 2.5180 -2.0882 0.2 -0.1 -0.2
H -1.1016 0.3584 -0.8460 0.0 -0.1 0.0
H -1.9698 0.7599 -2.2957 -0.2 0.3 -0.1
H 0.3710 1.9576 -2.9504 0.0 0.2 0.1
H 0.9481 0.6859 -1.8120 0.4 0.6 0.0
H -0.9672 -0.2450 -3.8935 -0.1 0.3 0.0
H 0.6638 0.1238 -4.3858 0.1 -0.1 -0.1
H -0.1924 -2.2421 -3.2743 -0.1 -0.1 0.1
H 0.4161 -1.4566 -1.8297 0.0 0.0 0.1
H 2.6105 -1.0990 -3.1392 0.1 0.1 -0.1
H 1.9186 -2.1566 -4.3945 -0.1 0.3 -0.2
H 1.4913 -3.8628 -2.6563 0.1 -0.3 0.2
H 2.4824 -2.8618 -1.5166 -0.2 -0.3 0.2
H 3.6251 -3.4710 -4.2888 0.3 -0.1 0.9
H 3.6408 -4.8259 -2.9685 0.1 -0.1 0.0
H 7.3117 -5.8123 0.7992 0.3 0.5 0.1
H -0.2683 1.6914 0.4615 0.2 0.0 0.1
H -1.4136 2.6187 2.3201 0.2 -0.2 -0.4
H -2.2366 3.8026 1.3392 -0.3 0.0 0.1
H -3.8268 2.2991 1.8580 0.1 -0.1 0.2
H -2.2221 -0.4105 1.1045 0.0 0.5 -0.4
Br 3.5599 -4.5805 -5.6046 -0.1 -0.5 -1.3
K -1.9364 6.6269 -0.9101 -0.5 0.8 -0.4
O 9.1825 -4.2879 1.6994 -0.1 -0.1 0.1
H 8.7486 -3.7814 2.3939 0.1 0.0 0.0
H 8.5979 -4.2077 0.9431 0.1 0.3 -0.1
B 4.2150 2.9474 3.4326 0.7 0.8 0.3
O 2.9855 3.5287 4.1278 0.3 -0.8 -0.6
C 2.0157 2.6815 4.0852 -0.6 0.1 0.6
O 0.9050 2.7016 4.4541 -0.5 1.5 0.2
C 2.5437 1.3681 3.3116 0.6 -0.6 -0.1
O 1.7994 0.4253 3.1295 0.2 -0.7 -0.6
O 3.7387 1.5564 2.9692 -0.2 0.1 -0.1
F 5.2449 2.8158 4.2989 -0.1 -0.2 0.1
F 4.5330 3.6901 2.3328 -0.2 -0.1 -0.2
Be -2.4572 3.1922 3.7887 -0.7 0.3 2.0
F 2.7822 -0.6582 1.8667 -0.7 0.6 0.6
C -5.4617 0.3873 4.3667 -0.1 0.2 0.0
O -5.5859 -0.3341 3.2785 -0.9 -0.6 0.3
O -5.5381 -0.4326 5.5106 -0.2 0.7 -1.1
O -5.3154 1.5762 4.4622 0.2 0.1 -0.2
H -5.5725 -1.2178 4.9553 1.1 -0.9 1.6
F -0.0550 0.8626 5.1303 0.0 -0.6 -0.7
Mg -6.8775 -2.0329 3.7446 0.0 0.5 -1.0
C 6.2109 1.5490 0.3767 0.1 0.1 0.0
Cl 7.8059 1.3744 1.0971 0.0 0.0 0.0
Cl 6.0670 3.0954 -0.4628 0.0 0.0 -0.1
Cl 5.8707 0.2098 -0.7270 -0.1 -0.1 0.0
H 5.4752 1.5253 1.1686 0.0 0.0 0.0